Entry 1:
This record from OMol25 describes the molecule C23H30N4O3. The level of theory is ωB97M-V with the def2-TZVPD basis set.

Output
Kohn-Sham gap ... 0.324 Eh
Largest force on an atom ... 0.8 eV/A
SMILES string ... C=CCOc1ccccc1CN1CCC(n2nccc2NC(=O)[C@H]2CCOC2)CC1
HOMO level ... -8.372 eV
Energy relative to the best compared isomer or geometry (same formula, charge and spin) ... 3.8123 eV
Total energy ... -1339.1359 hartree

Last column: Mulliken charge in e.
Geometry (Å):
1 O -2.19600 -1.42934 3.91579  -0.65
2 O -0.48415 0.22690 -3.13231  -0.28
3 O 0.59288 -3.97945 3.32528  -0.43
4 N -2.09862 2.26867 0.69486  -1.26
5 N 2.09927 2.18641 -1.48499  0.07
6 N -1.08358 1.61917 1.27092  1.06
7 N -0.66995 -0.08680 2.90407  0.06
8 C 2.16111 -0.98529 -5.38334  -0.59
9 C 0.42898 -4.21892 4.70620  -0.44
10 C 1.62096 1.12882 -3.65819  -0.09
11 C 0.95110 -0.94021 -4.71099  -0.55
12 C 0.41287 3.14407 0.09835  -0.81
13 C -2.91450 0.82773 2.21116  -0.67
14 C 0.63979 0.66038 -0.15838  1.56
15 C -3.19834 1.80877 1.25430  -0.63
16 C -0.27191 -2.97151 5.25860  -0.89
17 C 1.33155 2.27534 -2.72827  -0.82
18 C 3.10235 0.00927 -5.19809  -0.73
19 C 0.94185 -2.62810 3.19541  -0.38
20 C -2.52404 -1.37083 -0.87964  -0.79
21 C -2.31932 -0.57515 -1.91149  -0.13
22 C 2.82301 1.06054 -4.34083  -0.26
23 C 0.27648 1.79579 0.80450  -0.51
24 C -1.53830 0.72542 2.18566  0.46
25 C 2.00969 0.91539 -0.79975  -1.57
26 C 0.67422 0.10771 -3.84176  0.68
27 C 0.15899 -1.85889 4.29274  0.26
28 C 1.79244 3.26420 -0.56673  -1.20
29 C -1.04770 -1.12712 3.70418  0.22
30 C -1.36792 -0.87689 -3.03221  -0.81
31 H 0.64653 -0.30071 0.36144  -0.27
32 H 2.78384 0.91411 -0.02339  0.55
33 H 0.27353 3.95406 0.81497  0.41
34 H 1.63912 3.20998 -3.20907  0.72
35 H -2.81736 0.38111 -1.98721  0.29
36 H 0.24903 2.31790 -2.55440  0.30
37 H -0.12206 0.61547 -0.93570  -0.34
38 H 0.22608 -1.72265 -4.87449  0.44
39 H 2.02523 -2.49784 3.34999  0.33
40 H -3.20758 -1.11017 -0.09038  0.29
41 H -1.35569 -3.08157 5.19918  0.26
42 H 2.56949 3.26160 0.20590  0.43
43 H 2.36127 -1.80659 -6.05543  0.39
44 H -0.81076 -1.79912 -2.82286  0.49
45 H -3.58969 0.27282 2.82551  0.51
46 H 0.80489 -1.12141 4.77560  0.55
47 H 3.54907 1.84401 -4.18471  0.46
48 H 1.41229 -4.35252 5.18331  0.27
49 H 0.00878 -2.76626 6.28870  0.37
50 H 0.95068 1.77992 1.67481  0.21
51 H -4.15409 2.19329 0.95938  0.45
52 H -0.15194 -5.13338 4.81757  0.35
53 H -2.02259 -2.32065 -0.78378  0.27
54 H -1.92269 -1.00048 -3.97514  0.43
55 H 1.85709 4.21131 -1.10635  0.49
56 H 0.31608 0.08623 2.77451  0.19
57 H -0.37764 3.22220 -0.64650  0.35
58 H 4.04595 -0.02986 -5.72047  0.39
59 H 2.24206 0.11811 -1.50802  0.51
60 H 0.68827 -2.32045 2.17842  0.05

---

Entry 2:
This record from OMol25 describes a structure of composition C23H30NO4S2V. The level of theory is ωB97M-V with the def2-TZVPD basis set.

Output
Multiplicity ... 2
⟨S²⟩ ... 0.784
Kohn-Sham gap (spin up / spin down) ... 0.254 / 0.273 Eh
Largest force on an atom ... 0.2 eV/A
Charge ... +3
HOMO level (spin up / spin down) ... -17.476 / -17.476 eV
Energy relative to the best compared isomer or geometry (same formula, charge and spin) ... 0.0000 eV
Total energy ... -2989.5380 hartree

Last column: Mulliken charge in e.
Geometry (Å):
1 V 0.53346 -0.25543 -0.03851  1.30
2 S 1.15324 -2.99376 -1.42849  0.39
3 S 2.07235 1.90993 -1.99526  0.19
4 O -0.81100 -0.54624 -1.43249  -0.32
5 O -2.64591 0.14550 -0.37046  -0.25
6 O 1.17634 -1.94276 -0.19221  -0.37
7 O 1.64206 0.89116 -0.81760  -0.38
8 N 0.43604 0.13409 1.92722  -0.54
9 C -0.85123 4.25600 -3.19407  -0.72
10 C -0.91394 1.29244 4.84830  -1.57
11 C -3.23948 0.69672 0.86163  -0.27
12 C 2.96349 0.80786 -3.13171  -1.00
13 C -1.53218 3.49265 -4.13173  -0.49
14 C 2.89296 -2.91709 -1.91645  -1.11
15 C 0.96391 -4.55574 -0.70286  0.89
16 C 0.24521 3.71944 -2.53818  -0.61
17 C 0.56295 -7.08730 0.26188  -0.40
18 C -0.30618 -6.58035 -0.69354  -0.74
19 C 1.62900 -6.32658 0.74568  -0.87
20 C -1.13160 2.18779 -4.42567  -0.85
21 C -0.11846 -5.29688 -1.18089  -0.36
22 C -1.41220 -0.07939 -0.45037  0.81
23 C -0.04406 1.63481 -3.78219  0.21
24 C 0.86968 -0.47509 5.25378  -1.53
25 C 1.54749 1.89481 4.62655  -1.53
26 C 1.84517 -5.05334 0.26251  -0.28
27 C 2.55475 -0.66685 -3.11774  -0.25
28 C 0.48795 0.78805 4.45761  1.85
29 C 0.63423 2.40906 -2.83328  0.73
30 C 0.45322 0.42529 3.04262  -0.27
31 C 3.37463 -1.48496 -2.11588  -0.73
32 H 0.27629 0.63332 -4.03281  0.35
33 H 3.41428 -0.98754 -1.14585  0.28
34 H 1.48129 -0.76210 -2.93067  -0.01
35 H -1.15553 5.27347 -2.99134  0.46
36 H 3.47916 -3.43703 -1.16094  0.57
37 H 2.91518 -3.50631 -2.83803  0.50
38 H 0.89656 -0.19994 6.30748  0.42
39 H -0.78621 -4.88609 -1.92796  0.43
40 H 2.81326 1.28492 -4.10187  0.59
41 H -2.46817 0.79924 1.61955  0.03
42 H 1.57457 2.16159 5.68239  0.42
43 H -1.19421 2.18086 4.28239  0.39
44 H -1.12699 -7.18104 -1.05954  0.43
45 H 2.29189 -6.73903 1.49363  0.43
46 H -4.00915 -0.00674 1.15902  0.29
47 H 2.53926 1.54896 4.33796  0.41
48 H 0.41350 -8.09019 0.63951  0.44
49 H 2.71180 -1.05758 -4.12527  0.59
50 H -0.88367 1.56354 5.90296  0.44
51 H 4.01270 0.93821 -2.86201  0.52
52 H 0.13374 -1.26823 5.12732  0.40
53 H 0.80876 4.31576 -1.83052  0.46
54 H -1.66262 1.61541 -5.17387  0.46
55 H 1.29227 2.78786 4.05709  0.40
56 H -2.37592 3.91991 -4.65770  0.45
57 H 1.85561 -0.84331 4.97315  0.41
58 H 4.40883 -1.54854 -2.46097  0.50
59 H 2.66870 -4.45940 0.63728  0.38
60 H -1.67013 0.51795 4.72166  0.39
61 H -3.67049 1.65296 0.58649  0.30

---

Entry 3:
This record from OMol25 describes a structure of composition C23H31F3N3O3PPd in a non-equilibrium geometry. The level of theory is ωB97M-V with the def2-TZVPD basis set.

Output
Multiplicity ... 5
⟨S²⟩ ... 6.016
Kohn-Sham gap (spin up / spin down) ... 0.106 / 0.224 Eh
Largest force on an atom ... 6.3 eV/A
Charge ... +2
HOMO level (spin up / spin down) ... -11.425 / -14.636 eV
Energy relative to the best compared isomer or geometry (same formula, charge and spin) ... 7.2921 eV
Total energy ... -2052.7433 hartree

Last column: Mulliken charge in e.
Geometry (Å):
1 Pd -1.08774 -0.81545 -1.01714  -0.28
2 P -3.17178 0.18575 -0.32001  0.89
3 F -1.65581 -8.08130 -0.00365  -0.21
4 F 0.25162 -7.76046 1.13228  -0.24
5 F 0.33486 -7.71851 -1.07430  -0.27
6 O -1.38546 -1.48186 -2.89175  -0.62
7 O -0.73832 0.51597 -2.72719  -0.71
8 O -1.51379 -0.12086 -4.66094  -0.54
9 N -1.39206 -3.17897 -0.34722  0.19
10 N 9.47332 7.29959 4.09039  -0.25
11 N -1.21616 -0.32780 -3.47876  1.40
12 C 9.64206 6.43137 3.37990  -0.12
13 C -1.58516 -5.69083 -1.10633  -0.96
14 C -4.00118 -2.16095 1.07506  -1.62
15 C -3.99566 1.36331 2.08565  -1.53
16 C -1.63104 0.59297 1.92940  -1.36
17 C -2.76817 1.24523 1.14218  0.50
18 C -0.61846 -3.68829 0.93425  -0.31
19 C 9.23016 3.99197 -0.06265  0.98
20 C 0.01139 -5.05108 0.76170  -0.50
21 C -4.18840 0.24497 -2.77331  -1.92
22 C 9.45691 6.22373 1.04144  -0.59
23 C 9.24558 3.41398 1.26950  -0.48
24 C -5.72367 -0.85909 -0.13863  -1.38
25 C 9.58654 5.57683 2.27795  0.69
26 C -0.73915 -5.97461 0.04820  0.21
27 C -1.64142 -4.18285 -1.08454  -0.21
28 C -0.49588 -7.47289 0.08383  0.93
29 C -4.82593 2.22527 -1.28096  -1.41
30 C 9.49485 4.21822 2.30891  -0.33
31 C -3.75546 1.21294 -1.71029  0.57
32 C -4.26658 -1.30251 -0.12180  0.96
33 C 9.35412 5.45300 -0.20831  -0.44
34 C 9.00099 3.16514 -1.08766  -0.70
35 H 8.78338 2.10708 -0.98387  0.34
36 H -4.24522 0.38902 2.45354  0.35
37 H -5.98046 -0.25776 -0.98881  0.23
38 H -1.94012 -0.39003 2.30961  0.30
39 H -5.95150 -0.28178 0.80358  0.23
40 H -1.94365 -4.08313 -2.01393  0.54
41 H -4.82285 3.04631 -2.03297  0.42
42 H -3.75274 2.02141 2.89998  0.51
43 H -6.42347 -1.71891 -0.14637  0.44
44 H -5.81081 1.82387 -1.35221  0.34
45 H -4.02086 -1.84118 -1.04728  0.31
46 H -1.50324 1.24481 2.81293  0.46
47 H -5.29270 0.13219 -2.73307  0.47
48 H -4.68354 2.65227 -0.27819  0.34
49 H 9.43081 7.29691 0.97732  0.46
50 H -4.02951 0.69487 -3.79933  0.35
51 H 9.25662 3.68075 -2.07794  0.26
52 H -0.16573 -3.02132 1.75289  0.32
53 H -4.91706 1.74933 1.64926  0.32
54 H 9.54700 3.70419 3.26762  0.41
55 H 9.32637 5.72672 -1.24682  0.39
56 H 9.28693 2.37904 1.53048  0.37
57 H -4.57409 -1.74631 1.93628  0.44
58 H -2.46922 2.27460 0.76157  0.47
59 H -2.92082 -2.40789 1.32165  0.03
60 H -0.67035 0.49972 1.39735  0.28
61 H -1.99808 -5.66149 -2.11829  0.40
62 H -3.77899 -0.76128 -2.75399  0.45
63 H -2.86306 1.76175 -2.03564  0.61
64 H 0.95477 -5.41525 1.41417  0.31
65 H -4.51296 -3.09046 0.85530  0.51

---

Entry 4:
This record from OMol25 describes a structure of composition C23H31GeO7PRuSe. The level of theory is ωB97M-V with the def2-TZVPD basis set.

Output
Multiplicity ... 6
⟨S²⟩ ... 8.761
Kohn-Sham gap (spin up / spin down) ... 0.313 / 0.266 Eh
Largest force on an atom ... 0.5 eV/A
Charge ... +1
HOMO level (spin up / spin down) ... -10.886 / -12.285 eV
Energy relative to the best compared isomer or geometry (same formula, charge and spin) ... 0.0000 eV
Total energy ... -6336.0519 hartree

Last column: Mulliken charge in e.
Geometry (Å):
1 Ru -0.60892 0.78552 -0.56347  1.57
2 Se -1.77696 0.52125 1.78617  0.06
3 Ge -0.50858 1.63186 4.64649  0.61
4 P 0.04870 -1.46141 -1.56674  1.46
5 O -3.67182 -1.41978 -0.61319  -0.62
6 O 1.01192 1.98144 -0.46235  -0.73
7 O -0.50873 2.05690 -2.67702  -0.22
8 O -2.32672 0.10965 -1.54745  -0.60
9 O 2.71954 3.00193 -1.48790  -0.59
10 O -2.03317 2.79791 -0.53940  -0.50
11 O -3.22112 4.17253 -1.83619  -0.46
12 C -1.32549 3.39941 4.56769  -1.17
13 C 2.70615 -2.44183 1.32761  -0.79
14 C 0.90786 2.24033 -2.85355  -0.24
15 C 2.64172 -3.82644 1.37087  -0.46
16 C -1.63652 -1.38893 2.14089  -0.74
17 C 0.74424 -1.49861 -3.22470  0.51
18 C -2.66743 -1.11955 -1.20902  0.23
19 C 2.04722 -1.93149 -3.45431  -0.59
20 C 1.80817 -1.37385 -5.78113  -0.55
21 C -0.02447 -0.99006 -4.27424  -0.62
22 C 1.23513 1.64310 5.51512  -1.17
23 C 1.92181 -1.74086 0.42195  -0.26
24 C 1.02307 -3.82169 -0.40622  -0.41
25 C -2.21627 3.35300 -1.60186  0.29
26 C -1.28260 3.23727 -2.78534  -0.32
27 C 1.07392 -2.42727 -0.44581  0.20
28 C 1.80313 -4.51664 0.50221  -0.77
29 C -1.71327 0.34224 5.48346  -1.25
30 C -0.17491 1.11138 2.74950  -1.02
31 C 1.64695 2.47379 -1.52580  0.52
32 C -1.63964 -2.18059 -1.63959  -0.96
33 C 2.57416 -1.86941 -4.73651  -0.69
34 C 0.50908 -0.93627 -5.55084  -0.70
35 H -0.65271 4.13214 -2.76386  0.46
36 H -1.84893 3.23789 -3.71669  0.37
37 H 3.24923 -4.37332 2.07944  0.41
38 H -2.04642 0.72863 6.44673  0.39
39 H -1.62077 -1.51556 3.21893  0.41
40 H -0.59517 4.14636 4.25664  0.36
41 H 1.89988 2.36531 5.04154  0.37
42 H 3.58335 -2.21359 -4.91777  0.43
43 H 1.10939 3.05062 -3.55203  0.45
44 H 3.36595 -1.90413 1.99539  0.47
45 H 0.56445 0.31371 2.65745  0.39
46 H 2.22359 -1.32820 -6.77883  0.40
47 H -1.21426 -0.61091 5.66259  0.36
48 H 1.69801 0.65753 5.45687  0.36
49 H -2.52241 -1.84948 1.70970  0.35
50 H -1.72055 3.69077 5.54027  0.38
51 H -0.08719 -0.55268 -6.36792  0.44
52 H -1.03149 -0.63044 -4.09217  0.31
53 H -1.86121 -2.48137 -2.66570  0.56
54 H 1.13894 1.90902 6.56750  0.38
55 H 2.64600 -2.32330 -2.64138  0.39
56 H 1.98792 -0.65669 0.38607  0.52
57 H -2.15212 3.40696 3.85558  0.37
58 H -1.72087 -3.06284 -1.00609  0.43
59 H 1.76175 -5.59701 0.53229  0.42
60 H -0.72850 -1.79469 1.69785  0.05
61 H 1.27662 1.31364 -3.29869  0.05
62 H 0.20097 1.97910 2.20461  0.41
63 H -2.60583 0.16900 4.87997  0.40
64 H -3.76164 4.24574 -1.03315  0.41
65 H 0.37788 -4.36702 -1.08442  0.47

---

Molecular weight? In order: 410.52 499.57 591.91 703.11 g mol⁻¹.